Record 1
7
Properties=species:S:1:pos:R:3 method="wB97M-V/def2-TZVPD" total_charge=0 max_force_ev_per_a=2.9 e_above_lowest_kcal_mol=16.2 e_homo_ev=-9.4 orbital_gap_ev=9.46 smiles="[H]/P=C/P"
H 2.0094 -0.5532 -0.0112
H 1.3318 0.7145 1.3485
H -2.6383 -0.4497 -0.4701
P -1.7766 0.6247 -0.0492
C -0.3262 -0.1029 -0.3338
H -0.1103 -1.0755 -0.6089
P 1.3842 0.7779 -0.0949



Record 2
15
Properties=species:S:1:pos:R:3 method="wB97M-V/def2-TZVPD" total_charge=0 max_force_ev_per_a=2.3 e_above_lowest_kcal_mol=43.4 e_homo_ev=-8.7 orbital_gap_ev=9.66 smiles="[H]/N=C/N.NCO"
C 1.5734 -0.4715 -1.0580
H -2.0185 -0.8109 1.9067
H 1.5235 -1.8122 0.5011
H 1.1420 1.5563 -0.7286
H -1.8115 2.0815 -0.7075
N -1.2273 1.4479 -0.1577
O 1.7511 0.9170 -1.0978
N -1.5740 -0.5249 1.0539
C -1.9930 0.6531 0.5233
N 1.1420 -0.8835 0.2770
H 1.7687 -0.5217 1.0050
H -0.7727 -1.0865 0.6971
H 0.8355 -0.7453 -1.8411
H -2.9004 1.0517 0.9570
H 2.5612 -0.8507 -1.3303



Record 3
91
Properties=species:S:1:pos:R:3 method="wB97M-V/def2-TZVPD" total_charge=-1 max_force_ev_per_a=3.0 e_homo_ev=-3.5 orbital_gap_ev=5.52
H -5.2323 -1.6659 -1.4315
O 2.3696 -6.2471 -1.7391
H 1.1224 -0.3549 -0.4280
H 2.2095 -4.3386 2.2750
C -4.2838 -3.1071 -2.8442
H -1.2344 3.0882 8.5759
N 0.2715 2.8438 -3.4768
H -4.5521 -4.7936 -1.6677
H 2.5252 2.1438 5.1313
O -0.2971 6.4040 -2.7598
H -3.4651 -1.2641 -3.4017
C -1.8122 3.0764 7.6517
C -2.4026 1.1775 1.0826
N 2.3809 -4.1006 1.3085
H -2.8904 -2.0828 -2.1234
H -0.2966 3.5655 5.7078
C -0.2808 5.2544 -3.5918
C 1.4929 -6.3184 0.9600
H -2.8122 2.7169 7.8945
H -1.9154 1.6980 5.9150
H 1.0930 -4.8049 -1.0225
H 0.0417 5.3319 -4.6301
C 2.1627 -5.0140 -1.0373
O 5.6738 3.0834 1.6080
H -1.6706 0.8156 8.0869
H 0.7769 2.8008 -4.3502
H 1.1901 0.5248 -1.7747
H -1.8832 1.9613 1.6340
H -0.7085 2.8357 -3.7210
C -3.7144 -4.1151 -1.8288
H -2.1022 1.1915 0.0349
C 0.0072 2.5936 6.0968
H -8.5462 -3.4277 -1.2311
H 0.7710 2.8751 6.8216
H 1.4363 -7.2943 0.4779
H -0.3474 7.8444 -4.4196
H -2.9342 -0.9022 1.0599
H 2.5592 4.3038 -3.7284
H -8.1955 -2.1311 -2.3148
H 2.4725 4.0070 -1.8806
H 0.5090 -5.8657 0.8370
H 1.8455 1.3165 3.7247
H 5.4720 1.0653 -3.5402
C 2.0552 4.4678 -2.7759
H 7.2878 -0.0344 -1.3046
C -2.2941 -0.2296 1.6308
H -0.6049 8.3667 -2.7159
C -7.8044 -2.6581 -1.4446
H -2.7120 -0.3391 2.6315
H 5.5094 2.2792 1.1157
N -0.8988 0.8018 7.4357
H 1.5290 3.0505 3.9836
H -3.3504 -3.6137 -0.9320
H 2.5280 -5.4030 -3.6548
C 2.0373 -6.2134 -3.1155
H -2.9430 -4.7500 -2.2647
H -1.8108 7.4434 -3.5317
H 0.9736 -6.0980 -3.3234
H -3.4733 1.3773 1.0411
H 0.0106 4.0442 -1.9213
H 7.2069 1.2679 -3.4194
C 1.6577 2.0855 4.4739
H -4.5547 -3.6560 -3.7461
H -7.7853 -2.0721 -0.5257
H -5.9508 -1.6689 -3.0603
O -6.5067 -3.1627 -1.8456
H 6.0334 2.7843 2.4432
H -1.2896 4.8903 -3.7866
C -0.7311 7.5613 -3.4395
H 2.5460 -0.0403 -1.0897
C 0.5132 4.1294 -2.8848
C 6.3326 0.0040 -1.8284
C 6.2956 1.1556 -2.8320
C -1.2521 2.0119 6.7210
H 2.4085 -7.1060 -3.6190
N -3.1862 -2.1815 -3.0841
O 5.3257 -0.0043 -0.8478
H 3.5315 -5.6604 0.5318
H -0.1080 0.9549 8.0451
H 1.5603 -3.5978 1.0020
H 6.3162 -0.9503 -2.3547
C -5.5046 -2.2894 -2.2831
H 2.2629 5.5251 -2.6115
H 2.7331 -4.2445 -1.5575
O 0.5103 1.6838 5.1535
H 1.6189 -6.5247 2.0229
H 6.0614 2.0899 -2.3218
O 1.6034 -0.1519 -1.2336
H -1.9973 4.0432 7.1835
O -1.0025 -0.7655 1.5309
C 2.5071 -5.2933 0.4692



Record 4
105
Properties=species:S:1:pos:R:3 method="wB97M-V/def2-TZVPD" spin_multiplicity=7 total_charge=0 max_force_ev_per_a=3.6 e_above_lowest_kcal_mol=0.0 e_homo_ev="-7.3 / -7.3" orbital_gap_ev="6.45 / 7.34"
H -4.4537 3.6915 -1.7324
C 3.6494 2.2703 0.4134
C -4.3782 -5.2976 -2.1300
C -3.4055 3.2849 -1.6448
S 4.5605 -0.3554 -4.0671
C 2.2498 3.6248 7.0166
C 1.2557 -0.6739 1.0099
H -4.1402 -6.1087 -1.4221
H 6.2109 -4.1416 -2.1181
C -2.9228 -3.4668 4.4821
C 3.3253 3.0617 1.5377
H 1.7129 5.5853 7.9418
H -4.2565 -2.2349 5.7149
H 1.9541 -1.4458 1.3991
N -2.1370 3.4388 4.2342
H 3.2720 3.5423 7.2787
H -1.4627 -4.2438 3.0442
C -3.4113 -2.2585 5.0174
H 3.5881 0.2825 -6.2246
C -0.7245 2.3556 -1.6528
H -4.3265 -6.8400 -3.5318
H 3.8255 4.0315 1.8819
C 4.0354 2.0642 -5.1686
H 3.8978 -3.1685 -3.2038
H 6.9821 -2.8072 -3.0003
H 4.4543 2.9597 -7.1953
C -2.6634 3.2768 -2.8282
N -3.3049 2.4174 1.9435
C -3.5615 3.8300 3.8479
C 0.4466 2.7192 5.5182
H 5.0580 -4.1744 -4.1166
H -0.6744 2.9149 -3.7316
H -0.8647 -4.6983 -2.1434
H 0.9945 -0.9353 -0.0387
C 6.0266 -3.1452 -2.5629
C -4.2199 2.7362 3.0558
H -0.2211 5.8929 6.7371
H -2.5615 -3.1801 -5.0307
H 5.9336 -2.0017 -5.2798
C -1.1844 -4.3887 -1.1356
H 3.2269 0.3932 -0.5182
N 0.0537 -0.7052 1.8378
H -0.3989 -5.8549 0.2920
C -0.2464 3.9995 5.6972
H 2.2972 1.7953 5.8413
O 5.7759 0.0990 -3.3275
H 4.3912 2.5280 -0.4208
O 0.0949 -3.0422 1.6630
C -2.2057 -2.5142 -4.3105
N 1.6265 1.4711 2.1486
H 5.3380 0.5869 -6.1900
Sb -3.2841 -3.5816 -1.4513
C 4.9626 -2.0962 -4.7311
H -2.9075 -0.1893 5.2931
H -3.5221 4.7202 3.2426
C -2.7560 -1.0705 4.7241
H -2.1365 -5.5179 0.6316
H -5.1967 3.0501 2.7124
H -2.0014 -1.5596 -4.8739
C -3.1291 -2.1327 -3.2003
C -4.1766 -5.7426 -3.5814
O 0.1032 1.7660 4.7273
C 1.8912 0.6885 1.0954
C 2.1986 2.6960 2.2965
H 4.8537 2.5725 -4.6864
C 4.9362 -3.1988 -3.6457
H 3.1807 2.1137 -4.4655
H 2.8292 2.5222 -6.9308
O -1.0552 1.5898 0.5582
C 0.3012 4.9837 6.5656
C -1.2787 2.8588 -2.8088
C 3.6932 2.9620 -6.4080
H -4.8018 -5.2099 -4.3456
C -0.2962 -1.9722 2.1859
C -1.3786 -2.1010 3.1885
C -1.5276 4.2650 5.0032
C 2.9779 1.0855 0.2759
H 1.8225 3.2017 3.1933
C -1.3544 -5.6043 -0.1950
C -1.9682 -3.3667 3.5318
H -4.4908 3.6366 0.7547
H -1.6100 -6.4460 -0.8097
H -4.1786 1.8448 3.6804
C -3.6186 2.9657 0.8205
C -2.8390 2.8094 -0.4190
H -3.1546 3.6247 -3.7417
H -3.1332 -5.6790 -3.9227
H -3.2469 -4.4102 4.9072
C 1.4913 4.7721 7.2773
H 5.7700 -2.4121 -1.7525
H -5.4070 -4.9412 -1.9308
H -4.0783 -1.8298 -3.6593
H -0.5625 -3.5589 -0.7223
H 4.2672 -2.2602 -5.6057
H 0.3336 2.1478 -1.5768
H -2.7646 -1.2481 -2.6817
C 1.7350 2.6653 6.1199
C 4.3909 0.6758 -5.5916
H 3.3925 3.9607 -6.0961
N -1.7838 -1.0204 3.8385
H -4.2569 3.9798 4.7219
Eu -1.1500 1.1961 2.8729
H -1.9057 5.2721 5.3220
H -1.1982 -2.9286 -4.0978
C -1.4930 2.2801 -0.4376



Record 5
36
Properties=species:S:1:pos:R:3 method="wB97M-V/def2-TZVPD" total_charge=0 max_force_ev_per_a=1.7 e_above_lowest_kcal_mol=4.3 e_homo_ev=-8.9 orbital_gap_ev=9.21 smiles="CCOC(=O)Cc1nnc(NC(=O)CSc2nncn2C)s1"
H -3.8963 3.1843 1.6539
C 2.3075 -0.1766 0.6748
C 5.9557 0.1912 -1.2430
H 4.4839 0.7164 -2.7216
H -5.4785 3.2749 -0.4423
N -2.9869 1.2955 1.8483
N -1.0103 -0.9648 -0.7902
C -4.9636 2.4412 -0.9162
H -3.8079 -2.4140 0.1892
C -3.1760 -2.0620 -0.6260
O 4.9781 -0.2944 -0.3194
C 4.6795 0.4881 0.7127
H 6.7671 0.6683 -0.6835
C -1.7705 -1.8577 -0.0907
S -3.9216 -0.5746 -1.3531
H 6.3278 -0.6989 -1.7545
N 2.0848 0.5693 -0.3460
C -3.6639 0.4957 -0.0070
H 4.9870 2.0561 -1.6897
H 3.8007 -1.1157 1.8437
S 0.9974 -1.3051 1.0216
O -1.3387 -2.4998 0.8330
C 5.3336 1.1747 -2.2226
H -3.1637 -2.8075 -1.4234
C 3.5313 -0.1107 1.5144
N -2.9591 0.2160 1.0565
N 0.9180 0.3494 -0.9394
N -4.1666 1.7607 0.0625
C -3.6961 2.2094 1.2619
H -5.6942 1.7489 -1.3364
H 3.3547 0.5172 2.3911
H -1.4019 -0.4404 -1.5626
H -4.3343 2.8191 -1.7253
H 6.0710 1.4717 -2.9630
O 5.2450 1.5084 0.9926
C 0.2299 -0.5789 -0.3618



Record 6
104
Properties=species:S:1:pos:R:3 method="wB97M-V/def2-TZVPD" spin_multiplicity=2 total_charge=0 max_force_ev_per_a=0.8 e_above_lowest_kcal_mol=0.0 e_homo_ev="-7.8 / -7.8" orbital_gap_ev="7.53 / 5.87"
P 1.3694 -1.5574 0.8111
C -5.3177 -0.1552 -0.0791
H 3.0536 -3.9756 1.4708
C 2.2130 -2.1723 2.2983
H -6.9557 -1.4632 0.3687
C 2.3710 -2.2867 -1.7406
C -1.1975 -3.9271 -3.1931
H -1.0628 -0.0720 -3.0738
C -3.0521 -4.0778 3.3938
H -1.1420 4.5741 -0.8333
Zn 1.2328 0.8826 0.6464
C -0.4484 -1.8474 0.9619
H 1.4131 6.8985 -2.2809
C -3.7015 -2.3908 0.2513
H 3.1069 -2.8864 -3.6576
H 1.9180 5.1993 -2.3477
Se 0.6361 2.4043 -2.7305
C -5.8836 -1.3784 0.2443
C -1.1128 -1.1540 -3.1088
H 1.6434 5.8795 0.6115
H 1.9095 3.5896 -0.2285
H -0.8651 5.4675 4.6277
H 3.8348 -3.3232 5.6203
Ge -0.4846 5.4315 -3.1279
C 1.2058 5.0605 1.1721
H 2.5215 3.0298 -4.2938
C 2.9244 -3.3693 2.3558
H 1.8520 6.1690 -3.8325
C -1.0855 2.0803 4.5306
H -3.0771 -3.2665 0.3859
H 2.6710 -1.1394 5.4997
H -0.2917 0.8388 2.9962
H -2.3907 6.1844 -4.6336
H 1.5255 -6.0202 -1.1975
C -3.2523 -5.4444 3.5480
C -0.5312 3.5778 -3.7808
C -0.7611 -4.5654 2.9340
H 2.5965 -5.2834 -3.3096
H 2.6858 1.3665 -3.6998
H -0.8288 6.5184 -5.4013
C 2.6513 -3.2187 -2.7333
C 0.1160 2.9071 2.5789
C -1.7781 -3.6316 3.0785
C -3.9398 -0.0461 -0.2327
H -1.1372 -3.7139 -5.3294
H 0.9545 -4.3681 0.5283
Te -1.3801 -1.5726 2.8721
C 0.5242 5.3036 2.3266
H -2.5396 5.3244 -1.6316
H -0.2976 -6.6622 2.9916
C 3.3887 -2.9959 4.6898
C 3.5034 -3.7786 3.5496
C 1.4614 -4.0470 -0.3750
H -1.2970 6.3326 -0.8714
F 5.9027 1.2455 0.0398
H -4.2381 -5.8262 3.7930
C -1.4680 5.4190 -1.4433
F 4.7622 0.4258 -2.0353
As 4.3042 1.0709 -0.5138
F 4.2434 2.6577 -1.1463
H -3.8794 -3.3870 3.5019
C 1.7840 -2.6971 -0.5494
C -1.1609 -1.8794 -1.9218
C 1.3659 5.9814 -2.8726
H -1.5478 3.1930 -3.6942
P -1.3331 -0.9528 -0.3461
C -1.2105 -3.2716 -1.9732
C -1.3771 6.5502 -4.4581
H -1.0707 -1.2403 -5.2507
H 4.0530 -4.7105 3.5818
H -1.7802 3.5892 5.9242
H 0.2559 -4.2593 2.7184
F 4.1920 -0.5383 0.1251
C -0.0388 4.2310 3.0634
F 2.5633 0.8859 -1.0682
C -1.2511 3.4055 4.9970
C 1.9892 2.1031 -4.0917
F 3.6167 1.6165 0.9837
H -1.4792 1.2507 5.1068
H 1.7013 -0.3815 3.3831
C 2.3653 -4.5601 -2.5372
C -0.4263 1.8540 3.3582
C -1.1474 -3.1990 -4.3766
N -2.2910 -6.3554 3.4000
C -1.0704 -5.9079 3.0970
H 2.5983 -1.2498 -1.9136
C 2.1613 -1.3610 3.4337
C -5.0727 -2.4974 0.4110
H -0.2322 3.4930 -4.8258
C -0.7406 4.4481 4.2782
C 0.8119 2.6641 1.3566
H -1.2555 -3.8464 -1.0557
H 0.4126 6.3141 2.7048
C -3.1261 -1.1609 -0.0703
H -5.5095 -3.4561 0.6648
C 1.7658 -4.9759 -1.3540
C 1.3492 3.7367 0.6865
H -3.4951 0.9137 -0.4713
H -1.4386 7.5897 -4.1305
H -1.2270 -5.0101 -3.2211
C 2.7318 -1.7756 4.6261
C -1.1070 -1.8136 -4.3328
H 1.5176 1.7274 -4.9963
H -5.9455 0.7176 -0.2051



Copy entry 1 word for word.
7
Properties=species:S:1:pos:R:3 method="wB97M-V/def2-TZVPD" total_charge=0 max_force_ev_per_a=2.9 e_above_lowest_kcal_mol=16.2 e_homo_ev=-9.4 orbital_gap_ev=9.46 smiles="[H]/P=C/P"
H 2.0094 -0.5532 -0.0112
H 1.3318 0.7145 1.3485
H -2.6383 -0.4497 -0.4701
P -1.7766 0.6247 -0.0492
C -0.3262 -0.1029 -0.3338
H -0.1103 -1.0755 -0.6089
P 1.3842 0.7779 -0.0949